(1)
The following is a quantum chemistry calculation of a structure of composition C20H56Be2BrCl3FMgN8O8P3S, from the OMol25 dataset.

Geometry as XYZ:
```
104
Properties=species:S:1:pos:R:3:forces:R:3
C 4.4051 -2.0713 2.0403 0.56 0.27 -0.94
C 5.1883 -0.8746 1.4085 -1.47 0.11 0.29
N 6.2794 -0.3965 2.2576 1.06 -0.30 0.55
P 7.6177 -1.5439 2.3809 -1.52 -2.78 -2.01
Cl 8.9408 -0.0342 1.3083 0.74 1.48 -0.53
C 9.1515 -2.6546 2.4908 0.52 -0.47 -0.07
C 8.8154 -4.0210 3.0859 0.21 1.02 -0.13
N 8.2327 -4.9078 2.3904 0.28 0.12 0.75
P 8.0952 -0.5116 4.3917 -2.27 1.67 -0.07
O 8.9814 0.9312 4.2077 -1.07 -0.21 1.98
O 6.6575 -0.0615 5.0392 1.88 -0.35 -0.15
S 8.9699 -1.6853 5.7475 0.28 -1.42 2.50
H 3.3285 -1.8986 1.9505 0.19 0.04 0.19
H 4.6918 -2.1854 3.0894 -0.28 -0.17 -0.18
H 4.6244 -2.9777 1.4592 0.02 -0.01 0.56
H 5.4915 -1.0989 0.3727 0.17 -0.07 0.32
H 4.4662 -0.0471 1.3624 0.49 0.02 -0.05
H 6.6579 0.4645 1.8956 -0.47 0.17 -0.19
H 7.2843 -2.1720 1.1313 0.11 0.13 0.25
H 6.8428 -2.4769 3.1507 0.10 0.42 0.34
H 9.4566 -2.8578 1.4537 -0.15 0.35 0.20
H 10.0122 -2.1678 2.9797 -0.27 -0.15 0.07
H 9.1065 -4.1637 4.1384 -0.13 -0.10 -0.22
H 8.1235 -5.7120 3.0136 -0.23 -0.21 -0.43
H 8.3484 1.6437 3.8556 -0.03 -0.19 -0.21
H 6.0413 -0.7902 4.8509 -0.38 0.34 -0.24
Be 8.9576 2.4633 5.5361 0.16 -1.16 0.66
F 4.0884 1.8238 2.5166 0.36 0.07 -0.28
Mg 8.3204 2.6445 2.0435 -0.11 -0.07 -0.47
Cl 7.2696 1.7230 7.5691 1.81 -0.43 0.33
Br 7.5962 -2.1303 7.6397 1.07 0.74 -1.71
O 1.3328 2.2418 0.9454 -1.09 -3.42 0.01
P -0.1360 2.3503 1.2797 -0.79 5.78 0.13
N -0.6307 3.2159 -0.1244 0.36 -0.35 -0.53
C -1.6406 4.2468 -0.2334 -0.66 -0.20 0.44
C -0.5108 2.4749 -1.3750 0.59 -0.19 0.01
N 0.1688 3.3712 2.6705 1.30 0.62 0.38
C 0.1665 4.8161 2.5326 -0.61 0.39 -0.02
C 1.3550 2.9716 3.4420 -0.59 -0.39 0.27
N -1.7382 2.0250 1.8467 1.18 -2.24 -0.73
C -2.4912 1.0147 1.1132 0.03 0.12 -0.33
C -2.5237 2.7502 2.8258 0.15 0.11 0.83
H -2.6664 3.8483 -0.2540 -0.04 0.05 0.02
H -1.4942 4.8052 -1.1592 0.15 -0.18 -0.06
H -1.5750 4.9893 0.5557 -0.01 -0.15 0.14
H -1.3423 1.7637 -1.5046 -0.07 0.05 -0.11
H 0.4246 1.9131 -1.4063 -0.01 0.02 0.12
H -0.4987 3.1483 -2.2328 -0.05 0.11 0.10
H 0.8023 5.1523 1.7002 -0.06 -0.11 0.06
H 0.5242 5.2869 3.4480 0.22 -0.21 0.01
H -0.8455 5.2014 2.4014 -0.01 -0.07 -0.20
H 2.2855 3.3227 2.9797 0.09 -0.04 -0.24
H 1.4125 1.8886 3.5345 0.14 -0.01 -0.17
H 1.2925 3.3841 4.4519 -0.15 0.22 -0.07
H -3.1704 1.4735 0.3811 -0.05 -0.02 0.04
H -3.0815 0.3881 1.7854 0.04 0.07 0.08
H -1.8161 0.3431 0.5767 0.02 0.05 -0.04
H -2.8966 3.6965 2.4250 0.10 0.03 -0.04
H -1.9678 2.9434 3.7423 0.11 0.12 -0.13
H -3.3936 2.1645 3.1326 0.09 -0.17 -0.20
C -7.2929 -1.2656 -5.4672 0.08 0.14 0.07
C -5.9765 -0.5519 -5.7559 -0.18 -0.12 -0.06
C -4.7536 -1.4522 -5.5856 -0.01 0.43 -0.09
C -4.4497 -1.9796 -4.1885 0.12 -0.15 -0.40
N -4.1195 -0.9466 -3.1275 0.22 0.09 0.51
C -5.3760 -0.4216 -2.4471 -0.23 -0.15 -0.07
C -5.6678 -1.4287 -1.3569 0.00 -0.11 -0.01
C -4.2851 -1.7183 -0.7911 0.06 -0.07 0.26
C -3.3366 -1.6268 -1.9854 -0.14 0.01 0.13
C -3.2980 0.1785 -3.6715 -0.18 -0.18 -0.09
H -7.3221 -1.6869 -4.4589 -0.15 -0.06 -0.03
H -8.1253 -0.5690 -5.5593 -0.06 -0.09 0.03
H -7.4567 -2.0771 -6.1776 -0.01 -0.01 0.03
H -5.8979 0.3472 -5.1376 0.04 0.02 -0.05
H -5.9926 -0.1962 -6.7878 0.08 0.02 0.03
H -3.8734 -0.9438 -5.9869 0.04 -0.06 0.06
H -4.8836 -2.3306 -6.2241 0.01 -0.07 0.13
H -3.5702 -2.6172 -4.2708 0.00 0.02 0.08
H -5.2645 -2.5914 -3.8028 0.00 0.08 0.11
H -5.1379 0.5554 -2.0260 0.07 0.00 -0.06
H -6.1798 -0.3239 -3.1702 0.12 0.07 -0.08
H -6.1162 -2.3339 -1.7703 -0.07 0.05 0.00
H -6.3521 -1.0388 -0.6063 -0.04 0.04 -0.08
H -4.2357 -2.6918 -0.3065 0.06 0.01 -0.04
H -4.0165 -0.9719 -0.0412 -0.04 -0.01 -0.07
H -2.9964 -2.6015 -2.3225 -0.03 0.05 -0.12
H -2.4679 -1.0146 -1.7539 0.02 0.00 -0.18
H -3.8904 0.7442 -4.3842 0.06 -0.03 -0.05
H -2.4126 -0.2408 -4.1446 0.01 0.09 -0.03
H -3.0140 0.8252 -2.8453 0.02 -0.04 0.01
C -9.8115 -4.2929 -4.3541 -0.15 0.00 0.06
O -9.4463 -3.5887 -3.4226 0.15 -0.02 -0.14
N -8.9526 -4.7265 -5.3245 0.20 0.04 -0.10
N -11.0993 -4.7042 -4.5070 -0.07 0.09 0.14
H -9.2270 -5.3031 -6.0973 -0.03 -0.01 0.02
H -7.9954 -4.4446 -5.2444 0.01 -0.05 0.00
H -11.7612 -4.4066 -3.8141 -0.01 -0.01 -0.01
H -11.4146 -5.2800 -5.2642 0.02 -0.01 0.00
O 5.2066 4.7846 -0.3868 -0.01 -0.42 0.34
Cl 4.1713 3.8478 -0.0511 -1.39 1.25 -0.96
O 4.7932 2.6178 0.4284 0.51 -1.00 1.03
O 3.3625 3.5538 -1.1976 0.39 0.00 0.43
O 3.3535 4.3590 1.0186 0.27 0.06 -0.09
Be 9.1940 1.1090 8.1321 -1.77 1.27 -1.59
```
Forces are in eV/Å.

The net charge is +2. The maximum force comes out at 5.834 eV Å⁻¹. As for the HOMO energy: -11.0104 eV. The calculation puts the HOMO-LUMO gap at 2.1384 eV.

Here are the Mulliken charges for atoms 1 to 99, given in e: -0.905, -0.351, 0.346, -0.103, -0.354, -0.998, -0.019, -0.557, 0.805, -0.099, -0.272, -0.154, 0.354, 0.177, 0.290, 0.456, -0.036, -0.191, 0.106, 0.063, 0.463, 0.526, 0.301, 0.285, 0.093, 0.315, 0.308, -0.411, 0.466, -0.194, -0.050, -0.647, 0.898, 0.302, -0.780, -1.252, 0.257, -1.135, -0.977, 0.039, -1.380, -0.865, 0.219, 0.376, 0.148, 0.318, 0.250, 0.489, 0.358, 0.440, 0.308, 0.315, 0.336, 0.349, 0.382, 0.509, 0.355, 0.315, 0.298, 0.353, -1.141, -0.433, -0.867, -0.738, 0.590, -0.456, -0.801, 0.018, -0.607, -1.030, 0.149, 0.341, 0.359, 0.256, 0.487, 0.329, 0.525, 0.303, 0.556, 0.427, 0.162, 0.183, 0.530, 0.466, -0.243, 0.307, 0.319, 0.350, 0.433, 0.155, 0.678, -0.628, -0.349, -0.402, 0.176, 0.166, 0.226, 0.159, -0.627

(2)
The following is a quantum chemistry calculation of a cluster of 5 separate species, C20H56BrN4O4 in total, from the OMol25 dataset.

Geometry as XYZ:
```
85
Properties=species:S:1:pos:R:3:forces:R:3
Br -1.7304 0.0268 0.2510 0.29 0.17 -0.07
C -1.5670 3.1036 3.8817 -0.23 0.85 -0.99
N -0.6116 4.2597 3.6188 1.30 0.63 1.35
C -1.3341 5.6002 3.6505 0.45 -1.06 -0.32
C 0.3878 4.2761 4.7663 -0.42 -0.50 -0.51
C 0.1827 4.2180 2.3054 -1.60 -1.05 0.49
C 1.0104 2.9281 2.0919 -0.74 0.74 0.64
O 0.2881 1.7460 2.2524 -0.16 -0.19 -0.27
H -1.0100 2.2649 4.2773 -0.19 0.03 0.17
H -2.0536 2.8121 2.9509 0.25 -0.04 -0.10
H -2.3677 3.5130 4.4933 0.27 -0.25 0.52
H -1.7675 5.7905 4.6283 0.09 -0.15 0.06
H -2.1184 5.5402 2.8996 0.04 0.35 -0.07
H -0.5415 6.3070 3.4254 -0.44 0.45 -0.07
H -0.2076 4.2876 5.6742 0.33 0.08 0.20
H 1.0797 5.1108 4.6815 -0.31 0.24 0.01
H 0.9715 3.3648 4.6729 -0.12 -0.08 0.37
H 0.8039 5.1094 2.2501 -0.02 0.01 0.10
H -0.6905 4.3064 1.6539 0.59 -0.09 -0.90
H 1.7448 2.8649 2.8923 0.42 0.25 -0.27
H 1.5235 3.1021 1.1433 0.06 -0.51 -0.20
H -0.3627 1.5029 1.5554 0.38 0.10 -0.09
C 1.7943 -3.2521 -4.2061 -1.20 0.17 -0.43
N 2.7284 -2.1747 -3.7877 1.65 -0.55 0.52
C 4.1437 -2.6321 -4.1599 -0.97 -0.47 -0.01
C 2.4564 -0.8766 -4.5129 -0.83 -1.16 0.46
C 2.6625 -2.0553 -2.2681 1.00 1.56 -0.54
C 1.5950 -1.1307 -1.7493 -1.45 -1.22 2.21
O 0.2618 -1.4588 -2.0732 0.03 -0.17 -1.58
H 1.7654 -4.0711 -3.4933 0.49 -0.01 -0.04
H 2.0256 -3.5964 -5.2114 0.17 -0.02 0.07
H 0.7806 -2.8498 -4.2146 0.08 0.11 0.06
H 4.3340 -3.5424 -3.5952 0.12 0.00 -0.04
H 4.9122 -1.8938 -3.9528 -0.27 0.24 0.05
H 4.0701 -2.8728 -5.2169 0.43 0.04 -0.03
H 1.3789 -0.7493 -4.4199 0.08 0.56 0.13
H 2.6691 -1.0339 -5.5671 0.31 0.12 0.05
H 3.0447 -0.0960 -4.0448 0.00 0.11 -0.19
H 3.5638 -1.5227 -1.9426 0.19 0.06 -0.43
H 2.8294 -3.0158 -1.7852 -0.88 -0.33 -0.42
H 1.8453 -0.0769 -1.8919 -0.07 -0.04 -0.16
H 1.5937 -1.3884 -0.6792 0.86 0.85 0.18
H -0.3631 -1.1771 -1.3779 0.19 0.22 0.14
C -0.2821 -7.1893 2.8801 1.09 -0.20 1.35
N -1.0052 -5.9152 2.6439 -1.25 -1.20 -0.73
C -1.8846 -6.2319 1.4321 -0.36 1.79 0.21
C -1.9599 -5.5735 3.7736 1.78 1.24 0.34
C -0.0139 -4.8198 2.3132 -1.01 1.27 -0.55
C -0.5957 -3.3798 2.3814 0.17 -1.62 1.23
O -1.6290 -3.2667 1.4404 0.67 1.05 0.08
H 0.3557 -7.1197 3.7653 -0.06 0.34 0.01
H 0.3913 -7.4013 2.0533 -0.33 -0.04 -0.22
H -0.9578 -8.0107 3.1050 -0.25 0.11 -0.48
H -2.6092 -7.0093 1.6528 0.44 -0.35 0.13
H -1.2651 -6.3890 0.5551 0.01 -0.40 0.11
H -2.4507 -5.3123 1.2911 0.00 -0.13 -0.37
H -1.3802 -4.9032 4.4117 0.03 -0.48 0.47
H -2.2329 -6.4565 4.3381 -0.40 -0.04 -0.31
H -2.7282 -4.8920 3.4191 -0.43 -0.68 -0.27
H 0.1997 -4.9668 1.2555 0.53 -0.23 0.12
H 0.8652 -4.8724 2.9500 -0.06 -0.40 0.05
H 0.2610 -2.7023 2.3115 -0.14 0.12 -0.67
H -0.9732 -3.2044 3.3967 -0.04 0.09 -0.03
H -1.7181 -2.3001 1.3166 -0.50 -0.17 -0.49
C -2.9501 3.1113 -2.2320 -0.06 0.92 -0.94
N -1.5283 3.2978 -2.7040 -0.67 0.46 1.39
C -0.9954 1.9366 -3.1284 1.81 2.03 -1.02
C -1.5487 4.3714 -3.7797 0.06 -1.07 0.17
C -0.7376 3.9190 -1.5275 0.35 -2.20 -0.54
C 0.7769 3.9630 -1.7163 -0.09 0.54 0.34
O 1.3618 2.6789 -1.6535 -0.29 -0.47 0.14
H -3.4381 2.7795 -3.1469 -0.50 -0.46 0.46
H -3.3639 4.0950 -2.0063 0.06 -0.02 0.13
H -3.0487 2.4704 -1.3607 0.30 -0.40 -0.26
H -0.7784 1.2709 -2.2977 -0.59 0.08 0.11
H -0.0508 2.2949 -3.5446 0.33 -0.83 -0.01
H -1.5089 1.5268 -3.9938 -0.75 0.01 0.47
H -0.5394 4.6019 -4.1101 0.03 -0.01 0.16
H -2.0168 5.2153 -3.2844 -0.03 0.22 -0.44
H -2.1104 4.0106 -4.6381 -0.19 0.09 0.09
H -0.9085 3.2169 -0.7079 -0.10 0.03 0.13
H -1.1798 4.8769 -1.2698 0.07 0.11 -0.31
H 1.0857 4.5330 -0.8314 0.30 0.32 -0.28
H 1.1090 4.4580 -2.6298 -0.19 0.35 0.11
H 2.2617 2.7196 -1.9902 0.04 0.18 0.07
```
Forces are in eV/Å.

As for the relative energy (zero: lowest compared OMol25 entry of this formula, charge and spin): 30.18 kcal/mol. The net charge is +3. The maximum force comes out at 2.910 eV Å⁻¹. As for the HOMO energy: -15.0742 eV. The calculation puts the HOMO-LUMO gap at 8.9707 eV.

Charges per atom according to Mulliken partitioning, unit e: -0.730, -0.741, -0.068, -0.878, -0.937, -0.585, -0.573, -0.392, 0.359, 0.362, 0.355, 0.413, 0.411, 0.361, 0.425, 0.347, 0.434, 0.247, 0.551, 0.551, 0.140, 0.180, -0.748, -0.002, -0.929, -0.917, -0.924, 0.092, -0.445, 0.355, 0.383, 0.308, 0.398, 0.384, 0.430, 0.395, 0.414, 0.334, 0.362, 0.538, 0.101, 0.394, -0.021, -1.002, 0.069, -0.943, -0.875, -0.636, -0.334, -0.444, 0.457, 0.382, 0.404, 0.389, 0.380, 0.407, 0.410, 0.338, 0.352, 0.385, 0.367, 0.440, 0.283, -0.020, -0.833, 0.013, -0.966, -0.791, -0.416, -0.911, -0.304, 0.451, 0.408, 0.263, 0.273, 0.431, 0.453, 0.350, 0.384, 0.362, 0.243, 0.529, 0.420, 0.429, 0.265

Q: The highest HOMO energy belongs to which entry?
A: C20H56Be2BrCl3FMgN8O8P3S